Record 1
Density functional theory data (ωB97M-V with the def2-TZVPD basis set) for C24H28CrNOSTe as an isolated structure.

Structure (XYZ):
```
57
Properties=species:S:1:pos:R:3:forces:R:3
Cr 0.62290 0.45506 -0.64261 -0.7 0.4 -0.5
C -0.46194 -4.61787 2.42827 -0.1 -0.9 0.9
C -1.61867 -4.20962 1.56849 0.7 -1.0 -0.7
C -1.89043 -4.91705 0.39704 0.1 0.3 0.2
C -3.09794 -4.76582 -0.27102 0.4 -0.3 -0.3
C -3.42962 -5.63533 -1.49660 0.5 1.0 0.5
C -3.96976 -3.80263 0.22607 -1.0 0.0 -0.8
C -3.62547 -2.97167 1.27434 -0.7 -0.5 0.1
C -4.52005 -1.95243 1.85148 -1.7 1.0 0.2
C -2.46524 -3.21041 1.93746 0.6 0.0 1.3
H -0.28507 -5.73353 2.46717 -0.6 1.1 0.1
H -0.63935 -4.21281 3.44107 0.2 -0.4 -0.3
H 0.48186 -4.23993 2.11407 0.8 0.7 -0.5
H -1.08400 -5.54480 0.05202 -0.2 -0.6 -0.3
H -4.42529 -5.32172 -1.83513 0.2 -0.4 -0.2
H -3.40733 -6.69840 -1.20051 -0.1 0.4 -0.4
H -2.67113 -5.40997 -2.29244 -0.8 -0.5 0.6
H -4.97471 -3.70450 -0.21166 0.5 0.0 0.0
H -4.01248 -0.98146 1.94436 -0.1 -0.3 0.2
H -5.00006 -2.21162 2.84675 0.8 0.1 -1.0
H -5.35540 -1.78142 1.15928 0.0 0.1 0.2
H -2.31011 -2.69081 2.86903 0.3 0.3 0.1
N 3.96299 0.67121 -3.11971 1.2 0.5 -0.1
C 2.85032 0.37387 -2.43638 -1.6 0.1 0.1
O 2.73507 0.68557 -1.22931 0.0 -0.5 -1.2
C 1.73207 -0.34961 -3.21874 -0.2 1.5 -0.9
C 0.33628 -0.22906 -2.61895 -0.1 -0.8 0.6
H 4.66742 1.16950 -2.57414 -0.2 -0.2 -0.5
H 4.09068 0.57927 -4.13627 -0.4 -0.1 1.2
H 1.99213 -1.38850 -3.07660 0.4 -0.5 -0.8
H 1.75642 0.05422 -4.30731 0.4 -1.1 1.4
H -0.19681 -1.21708 -2.67923 0.5 0.7 0.1
H -0.33652 0.48980 -3.05600 0.1 0.4 -0.6
Te -1.73277 2.04303 -0.41277 0.8 0.9 -0.3
C -0.79951 4.01878 -0.75999 -1.3 -0.3 -0.4
C -1.69166 5.11306 -0.96702 0.3 -1.4 0.5
C -1.18759 6.38848 -1.03999 -0.5 0.9 -0.5
C 0.16229 6.60478 -0.91455 2.1 -0.1 -0.5
C 1.09657 5.53057 -0.83626 -1.6 0.2 0.1
C 0.58790 4.23476 -0.78952 -1.2 0.5 0.5
H -2.76905 4.92916 -1.00419 0.4 0.0 -0.1
H -1.81109 7.27343 -1.29355 0.2 -0.8 0.5
H 0.50346 7.63396 -1.02626 0.2 -0.2 0.2
H 2.16610 5.62661 -0.75978 0.2 0.5 -0.1
H 1.20952 3.37727 -0.65310 0.6 -0.3 0.0
S 0.91655 -0.25256 1.52667 -0.3 -1.3 0.9
C 2.24586 0.78840 1.83951 2.4 1.1 1.0
C 1.97494 2.18822 1.95752 0.1 -1.4 -1.2
C 2.96183 3.13603 2.02060 1.3 -0.1 0.5
C 4.28465 2.66979 2.21976 0.6 1.4 -0.3
C 4.60068 1.31740 2.26054 -0.1 -0.6 -0.1
C 3.60614 0.34592 2.02335 -1.6 1.6 0.3
H 0.95375 2.37956 1.71821 -0.7 0.8 0.3
H 2.77075 4.22075 1.93958 0.0 -0.7 0.1
H 5.11659 3.42560 2.27101 -0.9 -0.9 0.1
H 5.65357 1.04508 2.47356 -0.8 0.0 -0.3
H 3.72975 -0.71853 2.03238 0.6 -0.3 -0.1
```
Forces are in eV/Å.

Values from the calculation:
total charge	-1
LUMO (spin up / spin down)	2.56 / 2.56	eV
Kohn-Sham gap (spin up / spin down)	0.2136 / 0.2236	Eh
<S²>	6.041
E_HOMO (spin up / spin down)	-3.247 / -3.525	eV
relative energy (zero: lowest compared OMol25 entry of this formula, charge and spin)	54.2	kJ/mol
F_max	2.83	eV Å⁻¹
multiplicity	5

Record 2
Density functional theory data (ωB97M-V with the def2-TZVPD basis set) for a 6-piece molecular cluster, C24H28F8N8O16S8 overall.

Structure (XYZ):
```
92
Properties=species:S:1:pos:R:3:forces:R:3
C -2.50991 -9.69025 2.69394 0.3 0.0 -1.1
N -2.08843 -8.45519 1.99010 0.3 0.2 1.0
C -2.53878 -7.29124 2.50078 0.3 0.2 -0.2
C -2.24348 -6.07660 1.91551 -1.4 -0.3 -0.9
C -1.52286 -6.05187 0.71006 0.6 0.0 1.4
C -0.83457 -7.24811 0.42496 -0.9 -0.1 -1.7
C -1.17192 -8.46952 1.00993 -0.5 1.2 0.0
C -1.39322 -4.77481 -0.08849 0.1 -0.6 0.6
C -1.28894 -4.82065 -1.44932 -0.4 -0.1 -1.1
C -1.12719 -3.65325 -2.20600 -0.3 0.8 1.7
N -1.13259 -2.45835 -1.53339 0.9 -0.5 0.7
C -1.20931 -2.39748 -0.15461 -0.1 -0.3 -1.8
C -1.36017 -3.53957 0.54526 0.2 -1.4 1.5
C -0.99377 -1.15309 -2.24612 -1.3 -0.4 0.2
H -3.57787 -9.60262 2.86824 0.2 0.0 0.6
H -1.83723 -9.81585 3.53775 -0.5 -0.1 0.3
H -2.39573 -10.52902 2.00850 0.2 0.0 0.0
H -3.15453 -7.37219 3.38411 -0.1 0.1 -0.1
H -2.88093 -5.25942 2.22703 0.6 0.3 0.2
H -0.31050 -7.24198 -0.52286 0.6 -0.3 0.3
H -0.85945 -9.45979 0.71571 0.4 0.2 -0.3
H -1.48317 -5.78895 -1.89196 0.5 0.2 -0.6
H -1.01691 -3.62711 -3.28020 0.0 0.1 0.0
H -1.16051 -1.46581 0.37346 0.0 0.5 -0.4
H -1.35848 -3.55930 1.63077 -0.1 0.5 0.0
H -1.73510 -0.53390 -1.74023 0.2 0.3 -0.1
H -1.35778 -1.35011 -3.25036 0.6 0.3 -0.2
H -0.00919 -0.69889 -2.15894 0.2 -0.4 -0.2
C 4.92798 7.32818 1.54723 0.8 -1.9 0.4
N 3.69014 6.56772 1.31836 -0.6 -0.7 1.6
C 2.80771 6.51036 2.35101 0.0 1.0 -1.0
C 1.51186 6.05923 2.18509 1.2 0.8 0.2
C 1.16027 5.55245 0.93491 -0.1 -0.7 0.1
C 2.17636 5.37796 -0.00520 -1.1 -0.9 0.2
C 3.42703 5.85000 0.22440 0.7 0.8 -1.0
C -0.21704 5.10846 0.61554 -0.8 0.4 -0.3
C -0.66643 4.95887 -0.69728 0.9 0.2 0.4
C -1.97200 4.61040 -0.92016 -0.2 0.5 -0.3
N -2.87328 4.56930 0.06646 0.4 0.1 -0.4
C -2.50887 4.77936 1.36386 0.4 -1.5 -1.2
C -1.16725 4.94571 1.62766 -0.3 0.5 0.7
C -4.25200 4.29259 -0.32595 -1.5 0.3 1.1
H 5.60990 6.68270 2.11173 0.0 -0.2 -0.2
H 4.75538 8.12455 2.26309 -0.2 0.7 -0.9
H 5.40992 7.45384 0.58236 -0.1 1.0 0.1
H 3.14101 7.05096 3.22442 -0.2 -0.2 0.2
H 0.91873 6.33762 3.04480 -0.7 -0.7 -0.3
H 1.98761 4.80034 -0.89969 0.2 0.2 -0.2
H 4.18456 5.74727 -0.54317 0.1 0.2 0.1
H -0.00365 5.16000 -1.53054 -0.1 -0.3 -0.2
H -2.37072 4.46024 -1.91186 0.2 -0.1 -0.1
H -3.27536 4.52824 2.08119 0.1 0.5 0.3
H -0.87064 5.02821 2.66358 0.0 -0.1 0.0
H -4.58982 3.37646 0.15626 0.2 -0.2 -0.3
H -4.46909 4.30322 -1.38920 0.8 -0.3 -0.1
H -4.91155 5.07904 0.04926 0.3 0.1 0.3
N 1.05033 -2.69718 -4.23125 -3.2 -3.8 -2.7
S 2.08490 -1.73787 -4.71688 7.7 8.3 3.1
O 1.80289 -0.61508 -5.58295 -0.6 -2.2 -1.0
O 3.45157 -2.21885 -4.62795 -1.3 -0.3 -1.1
F 2.10452 -0.81415 -3.36124 -0.6 -0.6 0.8
S 0.84836 -3.41763 -5.75747 -2.9 0.1 -0.6
O 2.00655 -4.02173 -6.32236 -0.5 -0.3 0.5
O -0.03333 -2.67336 -6.63692 1.0 -1.0 1.2
F -0.11374 -4.56365 -5.18070 0.2 -0.5 -0.1
N -0.65814 -3.66107 6.10991 0.0 2.8 -1.0
S -0.51467 -4.45652 4.81029 2.2 -4.3 -1.9
O 0.82377 -4.97194 4.53003 -1.9 0.6 0.2
O -1.26334 -4.06528 3.62575 -0.1 0.1 0.8
F -1.28763 -5.75751 5.34884 -0.3 -0.1 -0.3
S -0.14258 -2.18278 5.57498 0.8 4.1 3.7
O -1.12053 -1.18934 5.20759 0.0 -1.9 -1.3
O 1.19314 -2.16585 5.03510 -1.5 -0.5 -0.3
F 0.06822 -1.56024 7.05825 0.6 -1.0 0.1
N 1.98604 4.85808 -3.16223 -1.8 -3.8 0.0
S 1.70800 3.51940 -4.13333 -1.4 -3.2 -0.7
O 2.66004 2.47715 -3.95874 -0.2 0.7 0.8
O 1.23224 3.71919 -5.47317 0.4 1.1 0.9
F 0.36156 3.00832 -3.43068 0.3 0.4 0.7
S 2.82686 5.62023 -4.15312 3.1 7.1 -3.8
O 2.09770 6.61613 -4.92799 0.3 -1.5 0.7
O 3.96526 5.03758 -4.81819 -1.1 -0.5 0.9
F 3.52814 6.62228 -3.08747 0.3 -0.2 0.8
N 0.66376 0.00125 0.82960 0.3 4.1 -2.0
S 0.81801 1.49236 -0.01758 2.8 -2.4 -4.9
O 1.75208 2.44393 0.48978 -0.5 0.4 0.8
O -0.31486 1.95373 -0.78886 0.1 0.0 1.4
F 1.66079 0.79172 -1.18043 -0.2 0.3 0.6
S -0.30728 0.64803 1.85355 -2.6 -2.3 5.6
O -1.65386 0.93258 1.41762 0.3 0.4 -0.3
O 0.24099 1.53503 2.86129 -0.4 -0.5 -1.3
F -0.53402 -0.76529 2.59504 0.0 0.6 0.0
```
Forces are in eV/Å.

Values from the calculation:
LUMO	-3.09	eV
Kohn-Sham gap	0.1948	Eh
E_HOMO	-8.395	eV
relative energy (zero: lowest compared OMol25 entry of this formula, charge and spin)	0.0	kJ/mol
F_max	11.72	eV Å⁻¹

Record 3
Density functional theory data (ωB97M-V with the def2-TZVPD basis set) for a 2-piece molecular cluster, C24H28N2O6 overall.

Structure (XYZ):
```
60
Properties=species:S:1:pos:R:3:forces:R:3
O -2.35388 1.47395 -3.98888 0.1 0.0 0.4
C -2.70614 1.64462 -2.82497 0.6 -0.1 -1.4
C -1.74132 1.73841 -1.71331 -1.1 0.3 2.0
C -0.27279 1.58869 -1.87417 0.3 0.0 -0.1
C 0.27930 0.70268 -2.81944 0.3 0.1 0.2
C 1.66353 0.52659 -2.91691 -0.5 0.1 0.0
C 2.51919 1.22303 -2.07059 0.1 -0.2 0.5
O 3.85717 0.96989 -2.08260 0.2 -0.2 0.0
C 1.99588 2.12406 -1.14830 -0.7 0.1 0.0
C 0.61440 2.31176 -1.05248 0.3 -0.4 -0.4
C -2.26304 1.95594 -0.44982 0.0 -0.4 -2.2
O -3.60308 2.09852 -0.16332 0.8 -0.1 -0.3
C -4.51010 2.01576 -1.19196 -0.6 -0.1 -0.7
C -5.86406 2.16652 -0.88416 -0.2 0.1 0.6
C -6.83653 2.09937 -1.87689 0.3 0.0 -0.1
O -8.15081 2.25594 -1.55156 0.1 0.0 0.1
C -6.46160 1.87584 -3.19987 1.1 -0.2 -0.5
C -5.11146 1.71976 -3.52718 -0.8 0.2 0.5
C -4.12983 1.79049 -2.52388 0.1 0.1 0.8
H -0.35964 0.12024 -3.47568 0.0 0.2 0.1
H 2.08066 -0.17416 -3.63244 0.0 0.1 0.1
H 4.12133 0.69764 -1.17162 -0.2 0.2 -0.5
H 2.67310 2.66943 -0.49935 -0.1 0.0 -0.1
H 0.24634 3.03317 -0.33058 -0.1 0.0 -0.1
H -1.58418 1.99804 0.39540 -0.6 0.1 0.2
H -6.16666 2.34182 0.14148 0.0 0.0 0.0
H -8.69335 2.22252 -2.35464 0.3 0.0 0.3
H -7.20792 1.82348 -3.98522 0.0 0.0 0.1
H -4.82278 1.54797 -4.56282 0.1 0.0 0.3
C 5.07436 1.09585 2.85047 -0.1 -0.3 -0.4
N 4.04722 0.06856 2.68655 -0.4 0.1 0.5
C 3.59437 -0.37768 1.50793 0.2 0.2 -0.3
O 4.01391 0.07780 0.44412 -0.3 -0.3 0.4
C 2.52133 -1.49597 1.50203 -0.3 -0.1 0.3
C 1.19224 -1.00933 0.88222 0.1 -0.3 0.1
C 0.14952 -2.12018 0.63185 0.0 0.2 -0.4
C -1.21650 -1.51524 0.30972 0.3 0.0 0.2
C 0.55423 -3.02903 -0.52940 0.2 0.0 0.5
N 2.22971 -2.07910 2.82431 -0.6 1.1 -0.9
C 3.07830 -2.84111 3.51469 1.4 -1.0 0.7
C 2.55090 -3.46337 4.78497 0.0 0.0 -0.1
O 4.23523 -3.03090 3.17328 -0.1 0.2 -0.3
H 4.93409 1.88700 2.11131 0.0 -0.1 0.1
H 6.06125 0.65240 2.70440 0.0 0.1 0.0
H 5.01857 1.52709 3.85062 -0.1 -0.1 -0.1
H 3.72312 -0.41326 3.50929 0.1 0.0 -0.1
H 2.93132 -2.28335 0.86800 0.2 0.0 0.0
H 1.40368 -0.52315 -0.06900 0.1 0.1 0.0
H 0.76189 -0.25882 1.54614 -0.1 0.2 0.1
H 0.03493 -2.72655 1.53024 0.0 -0.1 0.2
H -1.95043 -2.31093 0.18022 -0.1 0.1 0.0
H -1.54109 -0.86850 1.12380 -0.2 0.1 0.0
H -1.15590 -0.93752 -0.61236 -0.1 0.1 0.0
H 1.48544 -3.54344 -0.29599 0.1 -0.1 -0.2
H -0.21915 -3.77774 -0.70043 0.0 0.0 -0.1
H 0.68872 -2.43871 -1.43701 0.0 0.0 0.0
H 1.29446 -1.97800 3.18355 0.0 0.0 -0.1
H 2.14979 -2.68997 5.43655 -0.2 0.0 0.1
H 1.77336 -4.18260 4.53446 -0.1 0.0 0.1
H 3.36941 -3.97622 5.28925 -0.1 0.1 -0.1
```
Forces are in eV/Å.

Values from the calculation:
LUMO	0.21	eV
Kohn-Sham gap	0.3033	Eh
SMILES	O=c1c(-c2ccc(O)cc2)coc2cc(O)ccc12.CNC(=O)[C@H](CC(C)C)NC(C)=O
E_HOMO	-8.046	eV
relative energy (zero: lowest compared OMol25 entry of this formula, charge and spin)	124.1	kJ/mol
F_max	2.31	eV Å⁻¹